No. 1
The following is a DFT calculation (the ωB97M-V functional and the def2-TZVPD basis) of C11H21N3 as an isolated structure in a non-equilibrium geometry.

Each line ends with the Mulliken charge.
Positions of all 35 atoms, in Å:
C -3.341 1.040 0.755  -1.019
C -3.496 -0.368 -0.025  -0.572
C -2.340 -0.729 -0.688  -0.214
C -0.136 -2.086 -0.400  -1.803
C 1.171 -1.671 -1.142  -0.034
C 2.435 -2.106 -0.202  -0.651
C 2.320 -1.081 1.001  -0.332
C 2.582 0.311 1.037  -0.357
C 1.603 1.202 0.125  0.246
C 1.952 2.275 -0.716  -0.844
C -0.054 2.812 -0.069  -0.359
H -2.462 0.966 1.308  0.359
H -4.105 1.076 1.602  0.323
H -3.444 2.112 0.162  0.161
H -4.486 -0.434 -0.613  0.328
H -3.676 -1.146 0.849  0.255
H -2.502 -1.520 -1.566  0.270
H -1.659 0.066 -1.310  0.177
H -0.814 -0.370 0.839  0.333
H -0.530 -2.818 -1.065  0.551
H 0.095 -2.688 0.425  0.679
H 1.112 -0.566 -1.313  0.162
H 1.226 -2.091 -2.276  0.371
H 3.347 -1.789 -0.890  0.280
H 2.688 -3.113 0.345  0.291
H 1.143 -1.082 1.126  -0.012
H 2.889 -1.497 1.843  0.351
H 2.141 0.799 2.230  0.220
H 3.646 0.561 0.817  0.322
H 2.832 2.459 -1.137  0.591
H 0.836 4.208 -1.272  0.271
H -1.013 3.598 0.419  0.245
N -1.231 -1.140 0.194  -0.214
N 0.907 3.246 -0.933  -0.079
N 0.361 1.564 0.541  -0.296

Values from the calculation:
Total energy, eV: -16210.323
Multiplicity: 1
Highest occupied orbital energy, eV: -7.560
E_LUMO, eV: 0.710
Kohn-Sham gap, eV: 8.270


No. 2
The following is a DFT calculation (the ωB97M-V functional and the def2-TZVPD basis) of one molecule with the formula C4H6N2 in a non-equilibrium geometry.

Each line ends with the Mulliken charge.
Positions of all 12 atoms, in Å:
N -0.946 -1.562 -2.417  -0.420
C -0.791 -1.100 -1.367  0.065
C -0.699 -0.522 -0.016  0.269
C 0.706 -0.484 0.644  -0.618
C 0.664 1.044 0.444  -0.363
N -0.761 0.946 0.076  -0.493
H -1.474 -1.019 0.583  0.261
H 0.660 -0.785 1.692  0.226
H 1.514 -1.020 0.142  0.298
H 1.326 1.396 -0.355  0.249
H 0.848 1.661 1.331  0.260
H -1.048 1.444 -0.758  0.266

Values from the calculation:
Total energy, eV: -7224.032
Multiplicity: 1
Highest occupied orbital energy, eV: -9.676
E_LUMO, eV: 0.925
SMILES: N#C[C@H]1CCN1
Kohn-Sham gap, eV: 10.600


No. 3
The following is a DFT calculation (the ωB97M-V functional and the def2-TZVPD basis) of a 9-piece molecular cluster, C20H13Br2Cl32F4NO2S overall in a non-equilibrium geometry.

Each line ends with the Mulliken charge.
Positions of all 75 atoms, in Å:
C 0.490 1.428 2.486  -0.440
C 1.291 0.998 1.199  0.867
C 1.871 2.118 0.433  -0.202
C 2.686 1.900 -0.777  -0.619
C 2.892 0.506 -1.175  -1.058
C 2.313 -0.616 -0.425  0.185
C 1.486 -0.419 0.798  1.384
C 0.888 -1.602 1.644  -1.758
N -0.456 -2.083 1.212  0.190
C -1.477 -1.012 1.187  -0.334
C -2.970 -1.577 1.072  -0.988
C -3.824 -0.836 -0.017  0.020
F -3.107 -0.436 -1.128  0.061
Br -5.225 -2.089 -0.693  -0.093
C -4.588 0.410 0.573  0.520
F -5.305 0.984 -0.469  -0.193
F -5.488 0.026 1.538  -0.062
Br -3.417 1.809 1.294  0.031
S -0.409 -2.976 -0.206  0.938
O 0.903 -3.543 -0.464  -0.434
O -0.888 -2.245 -1.363  -0.449
F -1.407 -4.278 -0.024  -0.294
H 1.161 2.071 3.126  0.099
H -0.340 2.113 2.146  -0.360
H 0.083 0.567 3.065  0.163
H 1.738 3.175 0.764  0.206
H 3.139 2.762 -1.317  0.450
H 3.523 0.340 -2.087  0.375
H 2.577 -1.627 -0.830  -0.202
H 1.655 -2.421 1.659  0.564
H 0.778 -1.273 2.715  0.463
H -1.287 -0.194 0.447  0.378
H -1.437 -0.523 2.202  0.226
H -3.503 -1.415 2.054  0.383
H -3.007 -2.676 0.879  0.413
Cl -1.244 1.852 -5.514  -0.122
C -1.335 0.847 -4.037  0.295
Cl 0.199 0.961 -3.156  0.020
Cl -2.650 1.443 -3.011  -0.094
Cl -1.644 -0.844 -4.450  -0.093
Cl -1.504 6.789 0.685  -0.093
C -1.025 5.913 2.148  0.264
Cl 0.732 5.667 2.139  -0.081
Cl -1.484 6.851 3.578  -0.098
Cl -1.839 4.337 2.187  -0.217
Cl 5.606 3.187 4.151  -0.095
C 4.127 3.423 5.097  0.251
Cl 3.550 1.857 5.694  -0.102
Cl 4.465 4.491 6.469  -0.098
Cl 2.880 4.157 4.071  0.008
Cl 1.824 4.211 -4.303  -0.046
C 0.782 5.254 -5.287  0.301
Cl -0.883 5.156 -4.690  -0.076
Cl 1.353 6.930 -5.180  -0.107
Cl 0.835 4.718 -6.976  -0.091
Cl 3.879 -6.212 0.418  -0.096
C 4.196 -5.284 -1.058  0.284
Cl 3.814 -3.577 -0.774  -0.032
Cl 5.908 -5.442 -1.499  -0.103
Cl 3.188 -5.903 -2.376  -0.108
Cl -3.472 -2.017 -8.849  -0.108
C -1.879 -1.239 -8.781  0.290
Cl -1.848 -0.066 -7.452  -0.007
Cl -0.632 -2.470 -8.511  -0.110
Cl -1.564 -0.406 -10.316  -0.111
Cl 5.764 -8.351 3.658  -0.106
C 6.943 -7.061 3.354  0.311
Cl 6.880 -5.880 4.675  -0.100
Cl 8.570 -7.758 3.262  -0.103
Cl 6.554 -6.258 1.824  -0.006
Cl -6.543 -0.028 4.807  -0.097
C -8.077 0.672 4.259  0.326
Cl -9.250 -0.625 3.972  -0.102
Cl -8.702 1.770 5.502  -0.096
Cl -7.812 1.571 2.756  -0.079

Values from the calculation:
Total energy, eV: -589038.352
Multiplicity: 1
Highest occupied orbital energy, eV: -9.195
E_LUMO, eV: -0.450
SMILES: Cc1ccccc1CN(CC[C@@](F)(Br)C(F)(F)Br)S(=O)(=O)F.ClC(Cl)(Cl)Cl.ClC(Cl)(Cl)Cl.ClC(Cl)(Cl)Cl.ClC(Cl)(Cl)Cl.ClC(Cl)(Cl)Cl.ClC(Cl)(Cl)Cl.ClC(Cl)(Cl)Cl.ClC(Cl)(Cl)Cl
Kohn-Sham gap, eV: 8.744


No. 4
The following is a DFT calculation (the ωB97M-V functional and the def2-TZVPD basis) of a 2-piece molecular cluster, C18H18BN2O11S2 overall.

Each line ends with the Mulliken charge.
Positions of all 52 atoms, in Å:
C 2.816 1.589 0.286  -1.263
C 2.486 1.077 -1.121  -0.553
C 2.614 -0.450 -1.235  -0.214
C 1.306 -1.193 -1.379  -0.864
O 0.553 -1.296 -0.157  -0.262
C -0.432 -0.382 -0.040  0.106
C -1.630 -0.610 -0.780  -0.308
N -2.654 0.174 -0.725  -0.473
C -2.526 1.252 0.108  0.534
C -3.605 2.171 0.211  1.132
C -4.826 1.874 -0.609  -1.996
C -3.511 3.281 1.047  0.453
C -4.616 4.288 1.183  -1.795
S -4.814 5.394 -0.204  1.012
O -5.627 6.495 0.237  -0.640
O -3.536 5.652 -0.793  -0.565
C -2.321 3.461 1.814  0.561
S -2.167 4.866 2.887  -0.338
C -1.274 2.565 1.714  -0.559
C -1.360 1.450 0.860  -0.333
N -0.292 0.603 0.776  -0.301
H 3.884 1.774 0.368  0.411
H 2.319 2.530 0.505  0.289
H 2.546 0.860 1.040  0.317
H 3.186 1.549 -1.805  0.436
H 1.495 1.406 -1.423  0.331
H 3.161 -0.660 -2.154  0.358
H 3.212 -0.855 -0.429  -0.021
H 1.518 -2.208 -1.702  0.519
H 0.721 -0.729 -2.175  0.460
H -1.682 -1.490 -1.402  0.544
H -5.640 2.562 -0.430  0.432
H -4.570 1.929 -1.664  0.338
H -5.183 0.866 -0.440  0.400
H -5.573 3.825 1.402  0.491
H -4.422 4.978 1.995  0.590
H -5.572 4.701 -1.088  0.130
H -1.343 4.316 3.785  0.160
H -0.365 2.704 2.274  0.460
B 3.674 -5.414 -0.050  1.171
O 2.684 -5.082 0.994  -0.539
C 2.935 -3.869 1.469  0.637
O 2.318 -3.301 2.322  -0.629
C 4.159 -3.317 0.724  0.667
O 4.652 -2.236 0.887  -0.666
O 4.564 -4.235 -0.139  -0.532
O 4.428 -6.638 0.284  -0.528
C 4.254 -7.536 -0.677  0.576
O 4.729 -8.634 -0.711  -0.603
C 3.336 -6.917 -1.742  0.587
O 2.969 -7.448 -2.750  -0.623
O 3.021 -5.690 -1.346  -0.496

Values from the calculation:
Total energy, eV: -66815.109
Multiplicity: 1
Total charge: -1
Highest occupied orbital energy, eV: -7.190
E_LUMO, eV: 1.209
Kohn-Sham gap, eV: 8.399


No. 5
The following is a DFT calculation (the ωB97M-V functional and the def2-TZVPD basis) of C2H3NO2S as an isolated structure in a non-equilibrium geometry.

Each line ends with the Mulliken charge.
Positions of all 9 atoms, in Å:
C 1.538 0.503 -0.091  -0.596
C -0.304 -0.156 0.044  0.160
N -1.392 0.711 -0.081  0.835
O -1.292 1.850 -0.516  -0.544
O -2.427 0.130 0.215  -0.534
S -0.605 -1.843 -0.230  -0.132
H 2.362 -0.191 -0.326  0.340
H 1.755 1.446 0.443  0.302
H 0.366 -2.449 0.541  0.170

Values from the calculation:
Total energy, eV: -18534.729
Multiplicity: 1
Highest occupied orbital energy (alpha / beta), eV: -9.870 / -9.070
E_LUMO (alpha / beta), eV: -1.806 / -0.894
Kohn-Sham gap (alpha / beta), eV: 8.064 / 8.176


No. 6
The following is a DFT calculation (the ωB97M-V functional and the def2-TZVPD basis) of a 2-piece molecular cluster, C2H7NO overall in a non-equilibrium geometry.

Each line ends with the Mulliken charge.
Positions of all 11 atoms, in Å:
C -0.677 -1.035 -1.266  -0.796
C 0.289 -0.089 -1.274  0.007
N 1.253 -0.034 -0.236  -0.466
H -0.521 -1.896 -0.597  0.235
H -1.353 -1.199 -2.102  0.280
H 0.035 0.821 -1.803  0.260
H 1.809 -0.879 -0.195  0.245
H 1.846 0.740 -0.519  0.238
O -0.800 1.034 2.217  -0.641
H -1.524 0.564 2.660  0.323
H -0.482 0.310 1.658  0.316

Values from the calculation:
Total energy, eV: -5724.065
Multiplicity: 1
Highest occupied orbital energy, eV: -8.795
E_LUMO, eV: 1.007
SMILES: C=CN.O
Kohn-Sham gap, eV: 9.802


No. 7
The following is a DFT calculation (the ωB97M-V functional and the def2-TZVPD basis) of C3H4GaO3 as an isolated structure in a non-equilibrium geometry.

Each line ends with the Mulliken charge.
Positions of all 11 atoms, in Å:
H 0.225 -1.683 -1.321  -0.109
H -1.414 1.966 -1.482  0.313
C -1.053 0.971 -1.180  0.078
C 0.139 0.929 -0.517  -0.309
O 0.146 0.025 0.576  0.092
C 1.135 0.058 1.431  -0.457
O 1.161 -1.132 1.990  -0.297
Ga -1.263 -1.633 -0.374  0.295
O -1.891 -0.033 -1.196  -0.382
H 0.850 1.748 -0.443  0.353
H 1.965 -1.214 2.516  0.424

Values from the calculation:
Total energy, eV: -61689.439
Multiplicity: 2
Highest occupied orbital energy (alpha / beta), eV: -8.294 / -8.294
E_LUMO (alpha / beta), eV: 0.657 / -1.811
Kohn-Sham gap (alpha / beta), eV: 8.951 / 6.483
Expectation value of S²: 0.758


No. 8
The following is a DFT calculation (the ωB97M-V functional and the def2-TZVPD basis) of C6H8KN2O8S2 as an isolated structure in a non-equilibrium geometry.

Each line ends with the Mulliken charge.
Positions of all 27 atoms, in Å:
K 0.653 -1.757 1.287  0.767
S 4.611 0.168 -0.153  1.097
O 5.564 0.273 0.951  -0.731
O 5.289 0.394 -1.432  -0.778
O 3.980 -1.194 -0.047  -0.781
O 3.614 1.211 0.072  -0.722
S 2.569 0.029 5.207  1.114
O 3.963 0.407 5.154  -0.731
O 1.913 0.939 4.336  -0.699
O 2.476 -1.306 4.715  -0.739
O 2.082 0.138 6.562  -0.779
C -4.043 -2.885 -2.084  -0.854
C -2.720 -3.429 -1.723  0.329
N -1.708 -3.858 -1.378  -0.308
H -4.142 -1.808 -1.947  0.264
H -4.783 -3.480 -1.550  0.282
H -4.298 -3.076 -3.127  0.272
N -0.382 1.828 -1.303  0.039
C -1.321 1.927 -0.326  -0.556
C -2.541 2.059 -0.950  -0.508
C -2.363 1.995 -2.332  -0.396
C -0.986 1.941 -2.543  -0.542
H 0.613 1.721 -1.164  0.242
H -1.046 1.840 0.715  0.571
H -3.490 2.155 -0.443  0.390
H -3.128 2.055 -3.092  0.400
H -0.376 1.714 -3.405  0.358

Values from the calculation:
Total energy, eV: -63701.356
Multiplicity: 1
Total charge: -3
Highest occupied orbital energy, eV: 3.012
E_LUMO, eV: 4.512
Kohn-Sham gap, eV: 1.501


No. 9
The following is a DFT calculation (the ωB97M-V functional and the def2-TZVPD basis) of C3H5NO2 as an isolated structure in a non-equilibrium geometry.

Each line ends with the Mulliken charge.
Positions of all 11 atoms, in Å:
C -2.061 -0.164 -0.225  0.557
C 0.244 0.313 0.117  -1.139
C -0.685 -0.455 -0.711  -0.239
N -3.747 0.222 0.560  -0.328
O -3.239 -0.796 -0.278  -0.225
O -2.468 0.816 0.512  -0.156
H 1.281 0.453 -0.291  0.311
H 0.279 -0.120 1.089  0.321
H -0.133 1.294 0.243  0.343
H -0.470 -1.478 -0.806  0.321
H -0.703 -0.066 -1.703  0.235

Values from the calculation:
Total energy, eV: -8772.060
Multiplicity: 1
Highest occupied orbital energy, eV: -8.382
E_LUMO, eV: 0.786
Kohn-Sham gap, eV: 9.168


No. 10
The following is a DFT calculation (the ωB97M-V functional and the def2-TZVPD basis) of C8H16IrN2PS as an isolated structure in a non-equilibrium geometry.

Each line ends with the Mulliken charge.
Positions of all 29 atoms, in Å:
C 1.353 0.045 -0.984  -0.874
C 0.489 0.256 -2.119  -0.018
C -0.362 -0.860 -2.346  -0.293
C -0.050 -2.013 -1.584  -0.096
C 0.856 -1.898 -0.493  -0.818
Ir -0.092 -0.307 0.361  0.581
P -0.456 1.813 0.892  -0.120
H 2.256 0.645 -0.780  0.473
H 0.435 1.165 -2.764  0.388
H -1.125 -0.903 -3.136  0.402
H 1.240 -2.731 0.123  0.451
H -0.573 -2.944 -1.841  0.375
H -1.837 2.034 1.222  0.128
H -0.300 2.802 -0.132  0.148
H 0.259 2.401 1.973  0.088
C -0.739 1.558 5.029  -0.882
N -1.420 0.403 4.375  -0.228
C -0.838 -0.407 3.454  0.339
S -1.738 -0.714 1.954  -0.270
N 0.391 -0.947 3.556  -0.087
C 1.279 -0.934 4.773  -0.944
H 0.106 1.954 4.402  0.261
H -0.411 1.261 6.060  0.279
H -1.551 2.310 5.123  0.336
H -2.435 0.480 4.238  0.326
H 0.602 -1.624 2.795  0.135
H 2.162 -1.584 4.556  0.334
H 1.704 0.076 4.912  0.296
H 0.789 -1.312 5.702  0.290

Values from the calculation:
Total energy, eV: -34483.481
Multiplicity: 6
Total charge: +1
Highest occupied orbital energy (alpha / beta), eV: -8.181 / -12.206
E_LUMO (alpha / beta), eV: -2.765 / -6.491
Kohn-Sham gap (alpha / beta), eV: 5.416 / 5.715
Expectation value of S²: 8.771


No. 11
The following is a DFT calculation (the ωB97M-V functional and the def2-TZVPD basis) of C4H8O2 as an isolated structure in a non-equilibrium geometry.

Each line ends with the Mulliken charge.
Positions of all 14 atoms, in Å:
C -1.779 -0.757 -0.405  -1.108
C -0.548 0.074 -0.813  -0.214
O -0.005 0.955 0.225  -0.371
C 1.625 0.998 0.314  -0.416
C 1.213 -0.059 1.230  0.222
O 1.319 -1.227 0.915  -0.556
H -2.595 -0.144 -0.012  0.304
H -1.520 -1.529 0.323  0.297
H -2.173 -1.279 -1.295  0.335
H 0.224 -0.631 -1.131  0.294
H -0.814 0.746 -1.630  0.356
H 2.211 1.847 0.741  0.278
H 2.053 0.677 -0.636  0.266
H 0.789 0.328 2.175  0.313

Values from the calculation:
Total energy, eV: -8370.064
Multiplicity: 1
Highest occupied orbital energy, eV: -9.282
E_LUMO, eV: 1.025
Kohn-Sham gap, eV: 10.307


No. 12
The following is a DFT calculation (the ωB97M-V functional and the def2-TZVPD basis) of a 2-piece molecular cluster, C2H5NO2S overall in a non-equilibrium geometry.

Each line ends with the Mulliken charge.
Positions of all 11 atoms, in Å:
C 0.899 0.344 -0.973  -0.561
N 1.397 0.464 0.215  0.672
O 1.634 1.453 0.896  -0.686
O 2.248 -0.623 0.813  -0.438
H 0.994 -0.735 -1.363  0.284
H 0.502 1.163 -1.320  0.390
H 2.780 -0.025 1.335  0.343
C -2.476 -0.467 0.212  -0.427
S -3.350 -0.606 -1.081  -0.200
H -1.826 -1.261 0.446  0.310
H -2.802 0.294 0.821  0.314

Values from the calculation:
Total energy, eV: -18569.589
Multiplicity: 1
Highest occupied orbital energy, eV: -8.943
E_LUMO, eV: -0.402
SMILES: C=[N+]([O-])O.C=S
Kohn-Sham gap, eV: 8.541


Q: Among the records above, which one has the highest multiplicity?
A: C8H16IrN2PS


Q: Among the records above, which one has the highest total energy?
A: C2H7NO


Q: Which of these has the highest multiplicity?
A: C8H16IrN2PS